DFT (ωB97M-V/def2-TZVPD) results for a structure of composition C6H10O in a non-equilibrium geometry.

The calculation puts the electronic energy at -8426.5872 eV. Its highest occupied orbital energy (spin up / spin down) is -7.52 / -7.52 eV. The largest force on an atom comes out at 0.0353 Eh/bohr. The HOMO-LUMO gap (spin up / spin down) comes out at 0.305 / 0.305 Ha.

Each line ends with the Mulliken charge.
Cartesian coordinates (Å):
C 1.83121 -0.66327 -0.01212  -1.511
C 0.75384 0.35274 0.34648  0.769
C 0.17778 1.14028 -0.83705  -1.410
C -1.63280 0.72874 0.55384  -0.037
O -2.42265 -0.10145 -0.13174  -0.358
C -1.31098 -0.97427 -0.30774  -0.413
C -0.54772 -0.27525 0.84185  -0.593
H 2.16390 -1.22804 0.86662  0.362
H 2.70767 -0.17143 -0.45031  0.398
H 1.45258 -1.38335 -0.74963  0.312
H 1.14725 1.03993 1.10577  0.340
H 0.07376 2.20915 -0.71460  0.250
H 0.66987 0.94736 -1.81455  0.359
H -2.07813 1.62194 0.99542  0.413
H -0.72949 -0.40486 -1.16622  0.306
H -1.66283 -2.01508 -0.31093  0.338
H -0.59326 -0.82314 1.78491  0.475